This record from OMol25 describes a cluster of 6 separate species, C40H76F4I2N4O6PS in total. The level of theory is ωB97M-V with the def2-TZVPD basis set.

For the total energy, the calculation gives -3974.252090 hartree. Its spin multiplicity is 1. The charge is +1. Its frontier orbital gap is 7.450 eV.

```
134
Properties=species:S:1:pos:R:3:lowdin_charge:R:1
C 3.0561 -0.0450 4.6145 -0.05
C 2.0998 -1.2042 4.2589 -0.39
C 2.0571 -2.2115 5.4366 -0.07
C 0.6587 -0.7057 4.0619 -0.18
C 0.4141 0.3134 2.9439 -0.11
C 0.1103 -0.2051 1.5028 -0.33
C 0.7687 -1.5477 1.1473 -0.12
C 0.2085 -2.8809 1.6334 -0.20
C 0.8070 -4.0094 0.7767 -0.20
C 0.6084 -5.3913 1.3853 -0.28
N -0.8206 -5.7324 1.3363 0.00
C -1.4454 -0.1623 1.3471 -0.26
P -2.4343 -0.9127 2.7070 0.77
O -2.6011 0.0082 3.8559 -0.40
C -1.9466 -0.4851 -0.0965 -0.27
C -2.4545 -1.8889 -0.3737 -0.12
C -3.3583 -2.0035 -1.6135 -0.16
F -4.5114 -2.6872 -1.2544 -0.04
N -0.8901 -0.0077 -1.0088 0.02
C -0.7225 -0.4137 -2.4043 -0.12
C -0.0379 -1.7764 -2.5653 -0.09
C -0.1798 -2.3612 -3.9309 -0.20
F 0.5844 -3.4524 -4.1410 0.09
C -1.0093 -1.9516 -4.9073 -0.29
F -1.0617 -0.6788 -5.2894 0.12
F -1.8073 -2.7016 -5.6351 0.17
C -0.1790 1.0515 -0.5301 -0.29
N -0.2483 2.2560 -1.0426 0.08
C -1.1031 2.7106 -2.1236 -0.77
I -3.1388 2.8643 -1.4332 1.03
C -0.6441 4.0977 -2.5829 -0.81
C -0.8457 5.2537 -1.5963 -0.18
I 1.4185 3.9214 -3.2144 0.89
N 0.6267 0.8987 0.5903 0.03
C 2.0314 0.7965 0.0889 -0.14
C 3.1399 0.8733 1.1309 -0.26
C 4.4418 1.3217 0.4354 -0.54
S 5.7270 1.6207 1.6892 0.74
H 3.4455 -0.1481 5.6228 0.06
H 2.5328 0.9149 4.6024 0.08
H 3.8631 0.0454 3.8887 0.05
H 2.4627 -1.7860 3.4078 0.11
H 3.0248 -2.2491 5.9376 0.08
H 1.2969 -1.9210 6.1617 0.08
H 1.8721 -3.2289 5.0826 0.07
H 0.4242 -0.1857 4.9958 0.13
H -0.0393 -1.5443 4.0389 0.08
H 1.2715 0.9806 2.9071 0.09
H -0.4207 0.9547 3.2298 0.10
H 1.8208 -1.5243 1.4267 0.10
H 0.7739 -1.6229 0.0552 0.10
H -0.8701 -2.9688 1.5233 0.06
H 0.4910 -3.1107 2.6632 0.11
H 0.2981 -4.0381 -0.1942 0.10
H 1.8650 -3.8220 0.5695 0.12
H 1.0189 -5.4244 2.4008 0.11
H 1.1192 -6.1120 0.7468 0.11
H -1.3295 -5.2248 2.0496 0.06
H -0.9643 -6.7184 1.5086 0.07
H -1.7043 0.8898 1.5257 0.13
H -1.9050 -2.1514 3.0843 0.03
H -3.6709 -1.1923 2.0936 0.04
H -2.8035 0.1875 -0.2199 0.07
H -1.6599 -2.6315 -0.4387 0.09
H -3.0892 -2.2434 0.4381 0.10
H -3.6766 -1.0045 -1.9253 0.12
H -2.8864 -2.5432 -2.4345 0.12
H -0.0809 0.3167 -2.9005 0.13
H -1.6638 -0.3624 -2.9601 0.12
H -0.3817 -2.5157 -1.8445 0.10
H 1.0339 -1.6464 -2.3681 0.13
H 0.3391 2.9546 -0.6015 0.14
H -1.0912 2.0784 -3.0030 0.05
H -1.1845 4.2822 -3.5062 0.04
H -1.7527 5.7918 -1.8644 0.08
H -0.8957 4.9182 -0.5603 0.06
H -0.0237 5.9601 -1.6911 0.05
H 2.1884 -0.0671 -0.5695 0.13
H 2.1860 1.6596 -0.5664 0.10
H 3.3559 -0.0904 1.5888 0.10
H 2.9329 1.6215 1.8931 0.10
H 4.2743 2.2401 -0.1239 0.07
H 4.8135 0.5244 -0.2069 0.07
H 5.9060 2.9405 1.5335 -0.17
C 2.4667 -0.3893 9.6541 -0.02
C 3.2221 0.7267 8.9752 -0.50
O 3.0257 1.0112 7.8156 0.06
C 4.2331 1.4693 9.8126 -0.02
H 1.7734 -0.8424 8.9494 0.07
H 3.1630 -1.1489 10.0132 0.09
H 1.9088 0.0002 10.5069 0.09
H 4.9961 0.7800 10.1774 0.09
H 3.7423 1.9294 10.6717 0.09
H 4.7060 2.2429 9.2127 0.08
C -7.0851 -4.0159 -0.7775 -0.04
C -8.1102 -4.3929 0.2663 -0.50
O -7.7925 -4.9673 1.2805 0.07
C -9.5444 -4.0160 -0.0174 -0.02
H -6.1036 -4.3450 -0.4505 0.07
H -7.3247 -4.4924 -1.7297 0.09
H -7.0738 -2.9347 -0.9188 0.08
H -9.8822 -4.4927 -0.9389 0.09
H -9.6327 -2.9344 -0.1334 0.08
H -10.1756 -4.3406 0.8060 0.08
C -1.5767 3.8916 -6.8705 0.00
C -2.2101 2.8070 -6.0429 -0.47
O -2.4493 2.9645 -4.8606 0.01
C -2.5150 1.5082 -6.7344 -0.01
H -1.3999 4.7724 -6.2570 0.08
H -0.6277 3.5415 -7.2798 0.09
H -2.2324 4.1596 -7.6999 0.10
H -1.5837 1.0765 -7.1031 0.07
H -3.1917 1.6654 -7.5752 0.10
H -2.9730 0.8103 -6.0392 0.08
C 4.2150 7.0731 1.7509 -0.02
C 4.7417 5.8301 2.4247 -0.50
O 5.6617 5.1981 1.9573 0.04
C 4.0711 5.4124 3.7102 -0.02
H 4.7810 7.2641 0.8425 0.08
H 3.1604 6.9448 1.4999 0.08
H 4.3092 7.9299 2.4194 0.09
H 3.0106 5.2204 3.5361 0.08
H 4.1604 6.2053 4.4542 0.09
H 4.5411 4.5087 4.0917 0.08
C 1.9378 -0.4667 -10.0709 -0.02
C 0.4295 -0.4967 -10.0246 -0.51
O -0.2468 -0.0329 -10.9095 0.08
C -0.2029 -1.1372 -8.8077 -0.03
H 2.2630 0.0167 -10.9885 0.08
H 2.3301 0.0854 -9.2149 0.08
H 2.3348 -1.4826 -10.0399 0.09
H 0.0999 -0.5966 -7.9081 0.07
H 0.1005 -2.1821 -8.7284 0.09
H -1.2861 -1.0929 -8.9035 0.08
```

This record from OMol25 describes a cluster of 7 separate species, C40H78BN8O10 in total. The level of theory is ωB97M-V with the def2-TZVPD basis set.

For the total energy, the calculation gives -2785.939265 hartree. Its spin multiplicity is 1. The charge is +1. Its frontier orbital gap is 8.100 eV. The value obtained for the energy relative to the best compared isomer or geometry (same formula, charge and spin) is 0.0 kcal/mol.

```
137
Properties=species:S:1:pos:R:3:lowdin_charge:R:1
C -0.7959 1.7727 -2.7190 -0.04
O 0.3159 1.2629 -1.9758 0.03
B -0.0610 0.7427 -0.7478 -0.60
O -0.5718 1.6021 0.2045 0.18
C 0.0792 -0.8373 -0.4944 -0.18
C 1.5178 -1.2308 -0.0734 -0.11
C 2.0456 -0.5532 1.2118 -0.17
C 2.8638 0.7177 0.9464 -0.16
C 3.6718 1.1086 2.1927 -0.19
N 2.8610 1.3826 3.3863 0.03
C 2.3592 2.6751 3.4757 -0.54
N 1.0930 2.8634 3.4961 0.13
N 3.3294 3.7296 3.5970 0.10
C -0.0928 -1.5930 -1.8802 -0.06
C -1.5745 -1.9828 -1.8588 -0.31
C -2.1847 -2.7036 -3.0558 0.00
N -1.8600 -2.5040 -0.4723 -0.08
C -3.3049 -2.6884 -0.2218 -0.10
C -4.2138 -1.4914 -0.5264 -0.08
C -4.4103 -0.4995 0.6176 -0.23
C -4.3040 -0.8172 1.9512 -0.08
C -4.4959 0.1416 2.9103 -0.10
C -4.8302 1.4315 2.5988 -0.07
C -4.9721 1.7433 1.2633 -0.08
C -4.7510 0.7999 0.2986 -0.05
C -0.9791 -3.7440 -0.3553 -0.03
C -1.5028 -4.9645 0.4487 -0.62
N -1.8644 -4.6847 1.8372 0.10
N -0.3117 -5.8533 0.4794 0.07
N -2.5169 -5.7891 -0.2451 0.10
C -1.1237 -1.4426 0.3188 -0.14
C -1.0230 -1.5925 1.8359 -0.14
O -1.0855 -0.2476 2.3379 -0.14
N -1.2247 -0.2967 3.7651 0.03
O -0.1994 -0.4787 4.2836 0.11
H -1.5248 0.9925 -2.9836 0.09
H -0.4423 2.1982 -3.6672 0.08
H -1.2856 2.6018 -2.1924 0.10
H -1.4453 1.9287 -0.0463 0.11
H 1.6881 -2.3107 0.0150 0.12
H 2.1753 -0.9008 -0.8883 0.13
H 1.2910 -0.3705 1.9790 0.08
H 2.7650 -1.2587 1.6591 0.12
H 2.1788 1.5458 0.7016 0.11
H 3.5572 0.5778 0.1119 0.10
H 4.3558 0.2798 2.4168 0.10
H 4.3115 1.9796 2.0223 0.11
H 2.1363 0.6972 3.5460 0.09
H 0.8848 3.8554 3.5909 0.04
H 3.5524 4.1242 2.6899 0.08
H 2.9329 4.4575 4.1779 0.07
H 0.0450 -0.9823 -2.7764 0.13
H 0.5943 -2.4330 -2.0278 0.13
H -2.0090 -0.9765 -1.9511 0.13
H -1.9095 -2.1878 -3.9757 0.10
H -3.2640 -2.8426 -2.9621 0.08
H -1.7579 -3.7143 -3.1484 0.09
H -3.6345 -3.4970 -0.8771 0.12
H -3.5339 -3.0361 0.7838 0.11
H -3.9922 -0.9596 -1.4526 0.11
H -5.2148 -1.9230 -0.6746 0.14
H -4.0600 -1.8206 2.2883 0.11
H -4.3753 -0.1478 3.9504 0.12
H -4.9871 2.1662 3.3788 0.12
H -5.2640 2.7546 0.9970 0.11
H -4.8839 1.1234 -0.7324 0.12
H -0.0281 -3.4862 0.1085 0.12
H -0.7061 -4.1574 -1.3270 0.13
H -2.8630 -4.7563 1.9998 0.08
H -1.3801 -5.2963 2.4771 0.09
H -0.6379 -6.6994 0.9394 0.09
H 0.3788 -5.4186 1.0904 0.08
H -2.5477 -5.4874 -1.2178 0.07
H -3.4258 -5.5001 0.1147 0.07
H -1.8270 -0.5951 0.2474 0.14
H -1.9002 -2.0972 2.2482 0.09
H -0.0850 -2.0670 2.1445 0.12
C 0.9860 5.1179 -6.0770 -0.02
C 0.2676 3.8174 -6.3402 -0.49
O -0.6747 3.4712 -5.6577 0.04
C 0.7680 2.9722 -7.4813 -0.03
H 0.5235 5.6236 -5.2313 0.08
H 2.0335 4.9235 -5.8421 0.09
H 0.9195 5.7643 -6.9532 0.09
H 1.8075 2.6883 -7.3017 0.09
H 0.6919 3.5248 -8.4174 0.09
H 0.1672 2.0756 -7.5577 0.06
C -3.0630 0.9391 -9.5669 -0.02
C -1.7659 1.4229 -10.1664 -0.48
O -0.7836 1.6056 -9.4819 0.05
C -1.7462 1.6692 -11.6538 -0.02
H -2.9365 0.8042 -8.4943 0.08
H -3.8507 1.6739 -9.7393 0.09
H -3.3466 -0.0157 -10.0123 0.09
H -2.4781 2.4349 -11.9153 0.09
H -1.9738 0.7455 -12.1880 0.09
H -0.7571 2.0121 -11.9502 0.08
C 4.7715 -1.8776 5.1709 -0.02
C 6.0424 -1.0756 5.0202 -0.50
O 6.3217 -0.5288 3.9790 0.06
C 6.9452 -0.9866 6.2254 -0.02
H 4.2195 -1.8573 4.2324 0.07
H 5.0104 -2.9133 5.4179 0.08
H 4.1487 -1.4457 5.9560 0.09
H 7.2776 -1.9839 6.5179 0.09
H 6.4148 -0.5174 7.0557 0.08
H 7.8167 -0.3836 5.9792 0.08
C 6.6802 -1.3637 -2.8523 -0.02
C 6.3759 -0.7435 -1.5113 -0.50
O 5.3814 -1.0413 -0.8875 0.05
C 7.3636 0.2635 -0.9788 -0.02
H 5.8915 -2.0667 -3.1130 0.08
H 6.7299 -0.5890 -3.6189 0.09
H 7.6296 -1.8993 -2.8089 0.09
H 7.4425 1.1079 -1.6656 0.09
H 8.3421 -0.2027 -0.8554 0.09
H 7.0233 0.6267 -0.0108 0.08
C 3.8151 5.0315 7.7161 -0.02
C 5.2278 4.5020 7.6273 -0.51
O 6.1244 4.9919 8.2723 0.07
C 5.4650 3.3371 6.6985 -0.03
H 3.7850 5.8645 8.4154 0.08
H 3.4860 5.3822 6.7362 0.07
H 3.1438 4.2480 8.0715 0.08
H 5.2044 3.6161 5.6758 0.06
H 4.8636 2.4816 7.0120 0.08
H 6.5168 3.0592 6.7314 0.08
C -10.2475 -0.7920 1.6680 -0.02
C -8.8796 -1.4182 1.7723 -0.50
O -8.6387 -2.5006 1.2854 0.06
C -7.8172 -0.6404 2.5083 -0.02
H -10.9081 -1.4570 1.1157 0.08
H -10.6617 -0.6317 2.6645 0.09
H -10.1830 0.1603 1.1391 0.09
H -8.1219 -0.4730 3.5429 0.09
H -7.6445 0.3160 2.0116 0.08
H -6.8920 -1.2092 2.5026 0.06
```